Run A
CH3N3S2 | wB97M-V/def2-TZVPD

- gap between HOMO and LUMO (Ha) = 0.2953
- structure (SMILES) = NN1N=CSS1

Atoms and positions in Å:
S: 0.5930 1.4615 -1.1991
S: 2.0664 0.0728 -1.2037
N: 0.3732 -0.4574 0.7672
N: -0.4608 0.4921 0.2955
N: -1.7037 0.1404 0.2186
C: 1.5052 -0.6620 0.2853
H: 2.2070 -1.1699 0.8931
H: -2.5387 0.7749 0.4706
H: -2.0417 -0.6524 -0.5275


Run B
CH3N3S2 | wB97M-V/def2-TZVPD

- gap between HOMO and LUMO (spin up / spin down) (Ha) = 0.2779 / 0.2777

Atoms and positions in Å:
S: 1.1522 0.9817 -1.2046
S: -0.9156 -1.0018 1.8380
N: 0.0294 -0.1053 -1.6786
N: -0.9059 -0.5838 -0.8835
N: -0.8265 -0.1616 0.3497
C: 0.2219 0.2696 1.2290
H: 0.2031 1.1871 1.7913
H: -0.0808 -0.4575 -2.5931
H: 1.1224 -0.1284 1.1518


Run C
CH3N3S2 | wB97M-V/def2-TZVPD

- gap between HOMO and LUMO (Ha) = 0.2651
- structure (SMILES) = NN1N=CSS1

Atoms and positions in Å:
S: 2.1073 -0.8424 -0.6673
S: 1.2907 -0.3064 1.2083
N: -1.2663 0.6483 1.0456
N: -0.2488 0.0161 0.4404
N: -0.3692 -0.1702 -0.8876
C: 0.6389 -0.5291 -1.6318
H: 0.5239 -0.6965 -2.7132
H: -1.5065 0.2432 1.9174
H: -1.1700 1.6371 1.2883


Most stable to least stable, the ends of the list are run C and run B.